Entry from OMol25: a cluster of 11 separate species, C12H46O17 in total in a non-equilibrium geometry (wB97M-V/def2-TZVPD).

The geometry in ORCA input format:
```
! wB97M-V def2-TZVPD RIJCOSX def2/J DEFGRID3
* xyz 0 1
O -0.460 2.251 -1.159
C -0.078 0.879 -1.221
C -1.386 0.072 -0.860
O -1.458 -1.307 -1.156
H 0.448 2.628 -1.154
H 0.232 0.740 -2.236
H 0.765 0.672 -0.517
H -2.209 0.553 -1.512
H -1.665 0.311 0.201
H -2.359 -1.668 -0.881
O -1.021 5.839 0.139
C -0.219 6.383 -0.861
C 0.740 7.294 -0.205
O 1.522 7.994 -1.182
H -1.448 6.629 0.536
H 0.165 5.566 -1.467
H -0.812 6.989 -1.521
H 1.419 6.637 0.239
H 0.251 7.929 0.563
H 2.009 7.366 -1.747
O -0.502 -4.982 -2.185
C -1.107 -5.751 -1.182
C -2.266 -4.900 -0.632
O -2.900 -5.601 0.490
H -0.121 -4.116 -1.770
H -1.330 -6.781 -1.523
H -0.289 -5.778 -0.455
H -3.101 -4.604 -1.334
H -1.991 -3.889 -0.341
H -3.687 -5.112 0.692
O 0.933 -2.596 -1.419
C 1.518 -2.696 -0.132
C 0.480 -3.222 0.951
O 1.064 -3.168 2.221
H 0.123 -2.167 -1.353
H 2.505 -3.175 -0.134
H 1.728 -1.648 0.217
H 0.222 -4.200 0.893
H -0.346 -2.531 1.004
H 0.388 -2.793 2.777
O 5.117 -1.407 -1.434
C 3.985 -1.180 -2.201
C 3.639 0.283 -2.310
O 3.463 0.764 -0.980
H 4.864 -1.277 -0.543
H 4.352 -1.567 -3.119
H 3.159 -1.799 -1.885
H 2.767 0.446 -2.924
H 4.556 0.805 -2.686
H 4.317 0.667 -0.619
O -0.048 1.110 2.385
C -0.040 -0.100 3.047
C -1.404 -0.786 2.867
O -1.079 -1.911 3.698
H -0.892 1.566 2.486
H 0.817 -0.715 2.804
H 0.114 0.236 4.117
H -1.556 -1.151 1.840
H -2.292 -0.153 3.224
H -1.205 -1.648 4.625
O -4.131 0.525 0.887
H -4.005 -0.399 0.629
H -4.334 0.457 1.840
O -2.707 2.849 0.400
H -1.867 2.672 -0.016
H -3.225 2.027 0.327
O 2.079 3.380 -1.041
H 2.487 2.543 -1.167
H 2.143 3.558 -0.111
O 2.637 1.104 2.026
H 3.028 0.733 1.189
H 1.688 1.097 2.005
O -3.826 -2.001 -0.203
H -4.607 -2.339 -0.594
H -3.750 -2.434 0.631
*
```

## Properties
LUMO level ... -0.735 eV
Total energy ... -1763.6753 Ha
Kohn-Sham gap ... 8.889 eV
SMILES string ... OCCO.OCCO.OCCO.OCCO.OCCO.OCCO.O.O.O.O.O
Strongest force on any atom ... 3.836 eV/Å
Energy above the lowest of the compared OMol25 structures with the same formula, charge and spin ... 81.19 kcal per mole

Entry from OMol25: a cluster of 3 separate species, C32H61IN3O7S2 in total in a non-equilibrium geometry (wB97M-V/def2-TZVPD).

The geometry in ORCA input format:
```
! wB97M-V def2-TZVPD RIJCOSX def2/J DEFGRID3
* xyz 1 1
C -2.687 -3.446 1.060
C -1.332 -3.323 1.798
C -0.207 -2.556 1.068
C 1.066 -2.702 1.945
C -0.523 -1.090 0.653
C -0.942 -1.264 -0.856
C 0.253 -1.384 -1.813
N -0.240 -1.689 -3.178
C 0.581 -0.006 0.679
C 1.148 0.440 2.100
C 2.688 0.521 2.135
C 3.208 0.149 3.557
C 4.083 -1.097 3.528
O 5.161 -1.013 3.099
O 3.595 -2.252 4.031
C -0.233 1.246 0.326
C 0.281 2.470 -0.362
C 0.106 2.453 -1.913
C -1.355 2.544 -2.385
C -1.498 2.618 -3.910
N -0.952 1.418 -4.612
C -1.956 0.884 -5.491
C -2.852 -0.249 -5.035
O -2.083 1.299 -6.579
N -1.437 1.068 0.753
C -2.526 2.028 0.654
C -1.616 -0.279 1.356
C -1.828 -0.355 2.905
C -1.734 1.000 3.677
C -3.157 1.403 4.142
I -0.648 0.580 5.526
H -2.742 -4.337 0.432
H -2.972 -2.577 0.467
H -3.467 -3.559 1.821
H -1.512 -2.968 2.814
H -0.961 -4.344 1.925
H 0.016 -3.132 0.168
H 1.898 -2.164 1.483
H 0.875 -2.311 2.950
H 1.341 -3.750 2.067
H -1.574 -0.448 -1.228
H -1.522 -2.175 -0.995
H 0.870 -0.487 -1.873
H 0.896 -2.225 -1.529
H 0.016 -0.906 -3.770
H 0.234 -2.505 -3.548
H 1.504 -0.167 0.130
H 0.736 1.415 2.379
H 0.830 -0.260 2.870
H 3.165 -0.109 1.382
H 3.022 1.549 1.977
H 3.770 0.971 3.994
H 2.386 -0.054 4.254
H 4.275 -2.631 4.617
H 1.362 2.504 -0.205
H -0.154 3.388 0.037
H 0.704 3.247 -2.364
H 0.506 1.527 -2.336
H -1.824 3.435 -1.951
H -1.892 1.650 -2.060
H -2.577 2.612 -4.113
H -1.125 3.552 -4.334
H -0.266 1.795 -5.265
H -2.309 -1.189 -5.139
H -3.123 -0.110 -3.985
H -3.715 -0.331 -5.690
H -3.239 1.880 1.465
H -2.131 3.036 0.772
H -3.081 1.945 -0.278
H -2.606 -0.559 0.969
H -1.058 -1.010 3.296
H -2.817 -0.763 3.105
H -1.242 1.800 3.131
H -3.150 2.383 4.620
H -3.901 1.298 3.348
H -3.443 0.690 4.919
C 2.059 -4.798 7.281
C 2.485 -5.351 8.646
C 3.986 -5.078 8.803
S 4.334 -3.613 7.824
O 5.199 -3.978 6.725
O 4.639 -2.514 8.700
C 2.678 -3.407 7.188
H 0.975 -4.760 7.178
H 2.451 -5.436 6.485
H 1.932 -4.837 9.435
H 2.269 -6.415 8.736
H 4.258 -4.886 9.838
H 4.587 -5.895 8.406
H 2.722 -3.022 6.172
H 2.157 -2.702 7.835
C -1.575 4.542 -10.091
C -1.360 3.847 -8.741
C 0.113 4.029 -8.362
S 0.649 5.557 -9.139
O 1.643 5.243 -10.131
O 0.877 6.553 -8.124
C -0.897 5.904 -9.970
H -2.633 4.643 -10.331
H -1.103 3.960 -10.886
H -1.995 4.315 -7.986
H -1.625 2.792 -8.781
H 0.249 4.113 -7.286
H 0.731 3.221 -8.751
H -0.699 6.377 -10.929
H -1.472 6.575 -9.332
*
```

## Properties
LUMO level ... -3.160 eV
Total energy ... -3040.6489 Ha
Kohn-Sham gap ... 8.542 eV
Strongest force on any atom ... 3.650 eV/Å
Energy above the lowest of the compared OMol25 structures with the same formula, charge and spin ... 17.48 kcal per mole

Entry from OMol25: a structure of composition C3H4HgLiO3 in a non-equilibrium geometry (wB97M-V/def2-TZVPD).

The geometry in ORCA input format:
```
! wB97M-V def2-TZVPD RIJCOSX def2/J DEFGRID3
* xyz 0 2
O 0.096 1.006 0.730
C 1.300 0.664 0.319
C -1.024 0.119 0.576
O 2.214 1.519 0.368
O 1.538 -0.491 -0.171
C -1.594 -0.038 -0.692
H -1.539 0.033 1.536
H -1.603 0.816 -1.378
H -2.406 -0.775 -0.731
Li 0.215 -1.578 -1.006
Hg 3.474 0.147 -0.470
H -0.671 -1.421 0.918
*
```

## Properties
LUMO level (alpha / beta) ... -0.457 / -2.081 eV
Total energy ... -503.2188 Ha
Kohn-Sham gap (alpha / beta) ... 5.776 / 4.149 eV
Strongest force on any atom ... 6.996 eV/Å
Energy above the lowest of the compared OMol25 structures with the same formula, charge and spin ... 74.18 kcal per mole

Entry from OMol25: a cluster of 3 separate species, C9H18Br2N2O in total (wB97M-V/def2-TZVPD).

The geometry in ORCA input format:
```
! wB97M-V def2-TZVPD RIJCOSX def2/J DEFGRID3
* xyz 0 1
C -33.656 -9.456 1.186
N -32.280 -9.892 1.293
C -32.031 -11.216 1.804
C -31.289 -9.226 0.666
O -30.148 -9.624 0.548
H -34.216 -10.089 0.491
H -33.679 -8.421 0.856
H -34.142 -9.531 2.161
H -30.974 -11.326 2.023
H -32.667 -11.374 2.677
H -32.282 -12.003 1.083
H -31.634 -8.263 0.248
Br -40.801 -14.473 -3.483
C -40.112 -12.791 -2.754
C -40.569 -12.671 -1.344
Br -39.829 -11.023 -0.611
H -40.541 -12.010 -3.372
H -39.034 -12.842 -2.803
H -40.204 -13.490 -0.726
H -41.646 -12.658 -1.208
C -35.168 -13.270 0.545
C -35.324 -13.934 -0.814
C -36.736 -13.848 -1.377
C -37.700 -14.555 -0.534
N -38.452 -15.095 0.142
H -35.596 -12.264 0.566
H -34.117 -13.147 0.799
H -35.666 -13.856 1.318
H -35.018 -14.981 -0.753
H -34.629 -13.501 -1.540
H -36.779 -14.277 -2.379
H -37.084 -12.812 -1.427
*
```

## Properties
LUMO level ... 0.301 eV
Total energy ... -5686.5001 Ha
Kohn-Sham gap ... 9.834 eV
SMILES string ... CN(C)C=O.BrCCBr.CCCC#N
Strongest force on any atom ... 0.972 eV/Å
Energy above the lowest of the compared OMol25 structures with the same formula, charge and spin ... 0.00 kcal per mole

- Among the records above, which one has the lowest strongest force on any atom?
  C9H18Br2N2O

- Which value of strongest force on any atom does entry 4 give?
  0.972 eV/Å

- Among the records above, which one has the highest energy above the lowest of the compared OMol25 structures with the same formula, charge and spin?
  C12H46O17

- What is the energy above the lowest of the compared OMol25 structures with the same formula, charge and spin in the fourth record?
  0.00 kcal per mole